Record 1
Molecular formula: C4H9NO
Method: DFT, ωB97M-V/def2-TZVPD

The geometry in XYZ format:
```
15
Properties=species:S:1:pos:R:3
C 0.7753 1.2708 0.3935
N -0.2924 0.5204 -0.0456
C -0.1525 -0.9123 -0.4226
C 1.1828 -1.5790 0.0836
C -1.6304 1.2508 0.1311
O 1.9653 0.9712 -0.0072
H 0.6983 2.3528 0.5462
H -1.1006 -1.3074 -0.2051
H -0.1867 -1.0829 -1.5298
H 2.0291 -1.4983 -0.5979
H 0.9668 -2.7395 0.1086
H 1.4999 -1.3435 1.0925
H -2.0558 1.3907 -0.8822
H -1.4429 2.1884 0.7488
H -2.2562 0.5178 0.5861
```

Summary:
SMILES	CCN(C)C=O
charge	0
largest force on an atom	6.91	eV/A
ΔE to the lowest compared entry with this formula, charge and spin	56.18	kcal per mole
lowest unoccupied orbital energy	0.8	eV
orbital gap	9.811	eV



Record 2
Molecular formula: C4H9NO
Method: DFT, ωB97M-V/def2-TZVPD

The geometry in XYZ format:
```
15
Properties=species:S:1:pos:R:3
C 0.8569 0.8239 1.8154
C -0.3618 0.1218 1.9187
N -1.2476 -0.2681 0.9960
H 0.7803 1.6250 1.0051
H 1.6413 0.4667 2.4399
H -0.6662 -0.2184 2.9432
H -1.2354 -0.0623 0.0075
H -2.1463 -0.5094 1.3210
O -0.8424 0.1278 -2.0450
C 0.2285 0.2440 -1.3880
C 1.2572 -0.9059 -1.2388
H 0.5653 1.2252 -1.2050
H 2.1453 -0.3629 -1.5201
H 1.1701 -1.7693 -2.0715
H 1.3329 -1.2430 -0.1754
```

Summary:
SMILES	C=CN.CC=O
charge	0
largest force on an atom	5.64	eV/A
ΔE to the lowest compared entry with this formula, charge and spin	83.91	kcal per mole
lowest unoccupied orbital energy	0.7	eV
orbital gap	8.434	eV



Record 3
Molecular formula: C4H9NO
Method: DFT, ωB97M-V/def2-TZVPD

The geometry in XYZ format:
```
15
Properties=species:S:1:pos:R:3
C -2.2910 0.6917 -0.1400
C -1.1662 -0.1199 0.4017
N -0.1287 0.3212 0.9860
C 1.1337 -1.0603 -0.1632
O 1.0988 -2.0504 0.5292
C 2.2747 -0.0805 -0.2575
H -2.8706 0.1636 -0.9009
H -1.9464 1.6537 -0.5311
H -2.9378 0.8746 0.7226
H -1.2559 -1.2139 0.3369
H 0.3803 -0.8923 -0.9760
H -0.0079 1.3294 0.9263
H 2.0045 0.8130 -0.8336
H 3.0323 -0.6366 -0.8145
H 2.6801 0.2069 0.7141
```

Summary:
SMILES	[H]/N=C\C.CC=O
charge	0
largest force on an atom	0.88	eV/A
ΔE to the lowest compared entry with this formula, charge and spin	57.26	kcal per mole
lowest unoccupied orbital energy	0.9	eV
orbital gap	10.034	eV



Record 4
Molecular formula: C4H9NO
Method: DFT, ωB97M-V/def2-TZVPD

The geometry in XYZ format:
```
15
Properties=species:S:1:pos:R:3
C 0.2541 0.3825 -2.5062
O 0.6318 -0.0024 -1.2378
H 0.1129 -0.4678 -3.1923
H -0.6347 1.0376 -2.5234
H 1.0228 1.0120 -3.0007
C -0.7604 -0.3628 0.8485
C -1.8684 -0.0850 1.5254
C 1.5824 -0.1694 1.0012
N 0.4713 -0.3809 1.6015
H -0.4495 -0.2263 -0.2554
H -1.8862 0.0374 2.6060
H -2.8360 0.0152 1.0561
H 2.4884 -0.1936 1.5925
H 1.4923 0.0149 -0.1006
H 0.3790 -0.6113 2.5851
```

Summary:
charge	0
largest force on an atom	1.40	eV/A
ΔE to the lowest compared entry with this formula, charge and spin	119.19	kcal per mole
lowest unoccupied orbital energy	-0.2	eV
orbital gap	7.585	eV



Record 5
Molecular formula: C4H9NO
Method: DFT, ωB97M-V/def2-TZVPD

The geometry in XYZ format:
```
15
Properties=species:S:1:pos:R:3
C 0.8965 1.3871 0.7409
C 0.1901 0.0430 0.8245
O -0.3928 0.0066 2.1286
C -0.8908 -0.1262 -0.2079
C 0.1969 -0.8145 -1.8204
N -0.9200 -1.1294 -1.1075
H 1.6076 1.4994 1.5649
H 1.4221 1.4747 -0.2133
H 0.1578 2.1933 0.8123
H 0.9234 -0.7708 0.6925
H -0.8265 -0.8503 2.2265
H -1.7764 0.5008 -0.0614
H 0.9425 -1.5714 -2.0560
H 0.2239 0.1316 -2.3450
H -1.6716 -1.7782 -1.3235
```

Summary:
charge	0
largest force on an atom	0.43	eV/A
ΔE to the lowest compared entry with this formula, charge and spin	96.82	kcal per mole
lowest unoccupied orbital energy	0.7	eV
orbital gap	8.497	eV



Record 6
Molecular formula: C4H9NO
Method: DFT, ωB97M-V/def2-TZVPD

The geometry in XYZ format:
```
15
Properties=species:S:1:pos:R:3
C -1.9532 -0.0961 -0.1189
C -0.6087 0.6390 -0.1262
O -0.3400 1.1636 1.1597
C 0.5638 -0.2383 -0.5510
C 1.9238 0.1230 -0.1045
N 1.1795 -0.9441 0.5736
H -2.5486 0.3701 0.6689
H -2.4986 -0.0025 -1.0635
H -1.8443 -1.1610 0.1170
H -0.6641 1.5021 -0.8007
H -0.0099 0.4044 1.6721
H 0.4622 -0.7749 -1.4948
H 2.0424 1.0257 0.4882
H 2.7748 -0.1503 -0.7235
H 1.5209 -1.8609 0.3035
```

Summary:
SMILES	C[C@@H](O)[C@H]1CN1
charge	0
largest force on an atom	0.29	eV/A
ΔE to the lowest compared entry with this formula, charge and spin	44.37	kcal per mole
lowest unoccupied orbital energy	1.0	eV
orbital gap	10.763	eV



Record 7
Molecular formula: C4H9NO
Method: DFT, ωB97M-V/def2-TZVPD

The geometry in XYZ format:
```
15
Properties=species:S:1:pos:R:3
C 0.0597 -1.5842 -1.1961
C -0.9940 -1.0700 -1.2606
C -2.3562 -0.4670 -1.4917
C 1.8094 0.6705 1.0357
N 0.6147 1.1686 0.1944
O -0.5647 1.0049 0.8081
H 0.6248 0.6366 -0.7472
H 0.7825 -2.2631 -1.2187
H -2.8286 -0.4556 -0.5790
H -2.1110 0.6613 -1.6807
H -3.0629 -0.8590 -2.3210
H 1.9581 -0.4590 1.1447
H 2.7206 1.0119 0.7272
H 1.6307 1.0799 2.0145
H 0.8641 2.2185 -0.0014
```

Summary:
SMILES	C[NH2+][O-].C#CC
charge	0
largest force on an atom	4.70	eV/A
ΔE to the lowest compared entry with this formula, charge and spin	146.61	kcal per mole
lowest unoccupied orbital energy	0.8	eV
orbital gap	9.307	eV



Record 8
Molecular formula: C4H9NO
Method: DFT, ωB97M-V/def2-TZVPD

The geometry in XYZ format:
```
15
Properties=species:S:1:pos:R:3
C 0.7026 -1.0719 -1.3345
N 0.2860 -0.5818 -0.0454
C -1.0570 -1.0104 0.2958
C 0.4043 0.8577 0.0475
C 0.1980 1.2156 1.4770
O 0.0761 2.5159 1.6385
H 0.0787 -0.6834 -2.1620
H 0.6485 -2.1649 -1.3419
H 1.7424 -0.7776 -1.5167
H -1.1071 -2.1036 0.2994
H -1.3073 -0.6532 1.3010
H -1.8174 -0.6262 -0.4130
H -0.2710 1.4141 -0.6416
H 1.4343 1.1618 -0.2031
H -0.0111 2.5080 2.5990
```

Summary:
charge	0
largest force on an atom	1.00	eV/A
ΔE to the lowest compared entry with this formula, charge and spin	91.72	kcal per mole
lowest unoccupied orbital energy	0.9	eV
orbital gap	9.425	eV